The following is a quantum chemistry calculation of 2 unconnected molecules or ions with the total composition C4H13NO2 in a non-equilibrium geometry, from the Open Molecules 2025 dataset.

Properties
Structure (SMILES) = CCNCCO.O
LUMO = 0.0311 hartree
HOMO level = -8.93 eV

XYZ file:
```
20
Properties=species:S:1:pos:R:3:nbo_charge:R:1
C 0.74292 -1.80259 1.29859 -0.629
C -0.42432 -1.44720 0.32227 -0.236
N -1.65511 -0.70104 0.78452 -0.707
C -2.01970 0.83693 0.34338 -0.239
C -0.70855 1.63728 0.67317 -0.094
O -0.51636 1.45150 2.05978 -0.739
H 0.40214 -1.91096 2.34999 0.215
H 1.51537 -1.05585 1.35104 0.213
H 1.13689 -2.81809 0.91790 0.208
H -0.57378 -2.48671 -0.06340 0.203
H 0.03833 -0.81139 -0.57391 0.182
H -2.46132 -1.22750 0.90552 0.376
H -3.07087 1.16392 0.71450 0.223
H -2.07091 0.77121 -0.79099 0.179
H 0.02444 1.14047 -0.06415 0.160
H -0.84107 2.74438 0.59119 0.198
H -0.76784 0.42701 2.06667 0.485
O 3.72904 0.98988 -4.06669 -0.917
H 3.76901 1.16120 -4.98803 0.458
H 3.75167 1.93754 -3.83136 0.460
```

The following is a quantum chemistry calculation of a molecular structure, C17H22AsF5N3O7PbS2, from the Open Molecules 2025 dataset.

Properties
Net charge = +1
LUMO = -0.1015 hartree
HOMO level = -11.67 eV

XYZ file:
```
58
Properties=species:S:1:pos:R:3:nbo_charge:R:1
Pb 0.51210 -0.53670 -0.81363 1.601
O 2.69639 3.45354 0.35899 -0.520
C 1.89001 2.81615 -0.24794 0.760
O 0.93608 2.04254 0.29029 -0.724
C 1.83389 2.78256 -1.75520 0.081
C 2.24066 3.89035 -2.47726 -0.191
C 2.17196 3.83676 -3.85950 -0.142
C 1.71793 2.67534 -4.46335 -0.229
C 1.35381 1.60815 -3.65775 0.042
N 1.40292 1.65258 -2.32879 -0.479
H 2.60218 4.76082 -1.94953 0.253
H 2.47140 4.68630 -4.45632 0.237
H 1.65191 2.59019 -5.53706 0.237
H 1.00991 0.67975 -4.09711 0.199
F -1.80960 3.56883 5.72797 -0.264
C -1.07655 2.95205 4.80999 0.320
C -1.67251 2.50025 3.63925 0.249
F -2.98114 2.67653 3.43671 -0.285
C -0.90295 1.84707 2.69900 0.404
F -1.50863 1.39750 1.58107 -0.326
C 0.45787 1.64963 2.87722 -0.379
S 1.44424 0.93253 1.62289 0.628
C 1.03989 2.11230 4.05418 0.394
F 2.33293 1.95009 4.26982 -0.263
C 0.28060 2.75319 5.02219 0.272
F 0.84425 3.18891 6.14281 -0.266
O 1.83476 -0.93547 2.81653 -0.944
S 1.86796 -1.90560 1.71512 2.595
O 2.50649 -3.17037 2.30065 -0.895
O 0.52242 -2.23065 1.20461 -1.048
O 2.69742 -1.42843 0.59937 -1.042
N 1.98175 -5.36787 0.57607 -0.854
C 1.89769 -5.35235 -0.89548 -0.237
C 0.98568 -4.23083 -1.38990 -0.239
N 1.64593 -2.94932 -1.70087 -0.890
H 1.12332 -5.76760 0.94434 0.378
H 2.50299 -3.90509 1.59288 0.530
H 2.72447 -5.99540 0.86744 0.382
H 1.53071 -6.31626 -1.26156 0.192
H 2.90385 -5.21397 -1.29523 0.201
H 0.22725 -4.04334 -0.62666 0.209
H 0.46671 -4.55377 -2.29178 0.203
H 2.09279 -3.00775 -2.60986 0.376
H 2.37491 -2.74016 -1.01734 0.401
C -3.32903 2.09219 -0.56762 -0.993
As -3.28493 0.20086 -0.85462 1.990
C -4.51228 -0.23935 -2.25718 -0.990
C -3.86034 -0.73108 0.71602 -0.993
O -1.75070 -0.28074 -1.33270 -1.273
H -3.47751 2.58556 -1.52683 0.252
H -2.37560 2.39067 -0.13598 0.271
H -4.13797 2.35026 0.11365 0.258
H -5.53280 -0.26407 -1.88103 0.254
H -4.23419 -1.21851 -2.64371 0.262
H -4.43138 0.50089 -3.05077 0.255
H -4.94839 -0.75167 0.73705 0.254
H -3.48119 -0.24151 1.60763 0.263
H -3.47034 -1.74649 0.65877 0.263
```

The following is a quantum chemistry calculation of 2 unconnected molecules or ions with the total composition C2H7N3O2 in a non-equilibrium geometry, from the Open Molecules 2025 dataset.

Properties
LUMO (spin up / spin down) = -0.0305 / -0.0319 hartree
HOMO level (spin up / spin down) = -8.24 / -9.43 eV

XYZ file:
```
14
Properties=species:S:1:pos:R:3:nbo_charge:R:1
C -0.68073 -0.79959 1.10235 -0.674
C -0.17042 0.24842 0.10263 0.429
N -1.00719 0.69055 -0.84362 -0.787
N 1.52824 -0.85024 -0.98465 -0.848
N 0.64023 1.27291 0.62578 0.468
O 0.81688 2.25069 -0.08565 -0.409
O 1.15175 1.05599 1.69028 -0.349
H -0.05479 -1.72221 0.99881 0.246
H -1.76373 -1.00623 0.74808 0.220
H -0.60549 -0.37508 2.13973 0.266
H -1.47572 0.00516 -1.34929 0.393
H -0.76850 1.57023 -1.28824 0.427
H 0.96622 -1.74330 -0.90926 0.304
H 1.42324 -0.59729 -1.94695 0.313
```

Computed energy relative to the best compared isomer or geometry (same formula, charge and spin), in the same sequence as the records: 279.2 112.8 654.1 kJ/mol.